Density functional theory data (ωB97M-V/def2-TZVPD) for C40H59BN10O3V as an isolated structure.

Calculated values
<S²> = 2.0117
E_tot = -3301.86191 a.u.

Geometry as ORCA input:
```
! RIJCOSX wB97M-V def2-TZVPD def2/J DEFGRID3
* xyz 1 3
V 1.489 0.658 -0.110
C 1.057 3.485 4.522
C 1.218 2.209 3.766
C 1.307 0.926 4.250
C 1.445 0.086 3.141
N 1.438 0.840 2.024
N 1.304 2.141 2.429
B 1.109 3.279 1.417
N -0.124 3.008 0.535
N -0.156 2.003 -0.397
C -1.301 2.139 -1.079
C -2.024 3.212 -0.546
C -1.250 3.742 0.458
C -1.531 4.915 1.334
C -1.744 1.349 -2.292
C -0.772 0.254 -2.702
C -3.116 0.726 -2.000
C -1.875 2.345 -3.456
N 2.332 3.408 0.481
N 2.496 2.535 -0.557
C 3.407 3.078 -1.384
C 3.843 4.292 -0.846
C 3.138 4.471 0.323
C 3.177 5.614 1.279
C 3.843 2.493 -2.710
C 5.218 1.822 -2.573
C 2.798 1.511 -3.228
C 3.972 3.634 -3.728
C 1.600 -1.418 3.299
C 2.899 -1.661 4.085
C 1.664 -2.218 2.009
C 0.405 -1.937 4.115
H 1.077 3.275 5.589
H 1.857 4.189 4.295
H 0.111 3.972 4.287
H 1.284 0.633 5.285
H 0.958 4.298 2.011
H -2.980 3.579 -0.877
H -2.516 5.310 1.098
H -1.515 4.641 2.389
H -0.799 5.709 1.186
H -0.636 -0.495 -1.930
H -1.153 -0.254 -3.590
H 0.206 0.661 -2.964
H -3.055 0.019 -1.172
H -3.856 1.486 -1.746
H -3.470 0.190 -2.883
H -0.914 2.816 -3.673
H -2.207 1.818 -4.352
H -2.596 3.132 -3.236
H 4.561 4.972 -1.268
H 3.965 6.304 0.986
H 2.232 6.156 1.287
H 3.376 5.275 2.295
H 5.207 0.978 -1.884
H 5.546 1.443 -3.542
H 5.961 2.536 -2.216
H 2.667 0.655 -2.565
H 1.835 2.008 -3.342
H 3.095 1.112 -4.199
H 4.739 4.351 -3.436
H 4.253 3.225 -4.699
H 3.028 4.167 -3.839
H 3.769 -1.302 3.529
H 2.888 -1.155 5.050
H 3.028 -2.729 4.261
H 2.488 -1.906 1.380
H 1.814 -3.271 2.253
H 0.757 -2.140 1.429
H 0.336 -1.456 5.090
H -0.531 -1.764 3.580
H 0.513 -3.010 4.274
N 3.651 0.149 0.298
C 4.300 -1.130 -0.102
C 3.850 -1.628 -1.468
C 2.361 -1.680 -1.776
O 1.961 -2.320 -2.709
O 1.530 -0.955 -1.023
H 4.148 0.912 -0.151
H 3.779 0.305 1.295
H 4.089 -1.879 0.654
H 5.385 -0.995 -0.105
H 4.222 -2.642 -1.613
H 4.297 -1.035 -2.269
C -8.459 -6.255 -1.094
C -6.973 -6.029 -1.075
C -6.401 -4.923 -1.694
C -5.026 -4.734 -1.705
C -4.196 -5.641 -1.060
N -2.785 -5.465 -1.058
C -2.078 -4.382 -0.610
O -0.869 -4.315 -0.706
N -2.853 -3.397 -0.019
C -2.385 -2.191 0.499
C -3.203 -1.467 1.360
C -2.752 -0.265 1.870
C -1.494 0.187 1.513
N -0.707 -0.493 0.679
C -1.139 -1.649 0.179
C -4.753 -6.750 -0.432
C -6.124 -6.942 -0.453
H -8.990 -5.363 -1.423
H -8.828 -6.528 -0.105
H -8.717 -7.068 -1.775
H -7.038 -4.205 -2.197
H -4.593 -3.891 -2.230
H -2.198 -6.230 -1.349
H -3.823 -3.613 0.145
H -4.180 -1.850 1.631
H -3.366 0.314 2.546
H -1.111 1.118 1.908
H -0.470 -2.176 -0.486
H -4.107 -7.456 0.073
H -6.544 -7.813 0.034
*
```

Density functional theory data (ωB97M-V/def2-TZVPD) for Cl2O2S2 in the gas phase in a non-equilibrium geometry.

Calculated values
SMILES string = O=S(Cl)#S(=O)Cl
E_tot = -1867.16938 a.u.

Geometry as ORCA input:
```
! RIJCOSX wB97M-V def2-TZVPD def2/J DEFGRID3
* xyz 0 1
O -0.612 1.265 1.204
S -0.317 -0.105 1.473
Cl 1.828 -0.360 1.882
S 0.153 -0.533 -1.026
O 0.121 0.906 -1.165
Cl -1.173 -1.173 -2.367
*
```

Density functional theory data (ωB97M-V/def2-TZVPD) for C10H10BrNS in the gas phase.

Calculated values
SMILES string = CC1=C(Br)SN(C)c2ccccc21
E_tot = -3413.98996 a.u.

Geometry as ORCA input:
```
! RIJCOSX wB97M-V def2-TZVPD def2/J DEFGRID3
* xyz 0 1
C -2.127 2.261 0.411
C -1.793 0.879 -0.063
C -2.731 -0.058 -0.248
Br -4.599 0.247 -0.038
S -2.320 -1.699 -0.738
N -0.836 -1.735 0.140
C -0.403 -3.053 0.527
C 0.082 -0.763 -0.254
C 1.430 -1.034 -0.454
C 2.309 -0.013 -0.776
C 1.848 1.283 -0.912
C 0.511 1.566 -0.695
C -0.388 0.563 -0.349
H -2.227 2.938 -0.438
H -1.340 2.635 1.063
H -3.067 2.266 0.956
H -1.268 -3.579 0.928
H 0.009 -3.640 -0.302
H 0.349 -2.958 1.311
H 1.798 -2.043 -0.362
H 3.353 -0.239 -0.930
H 2.529 2.078 -1.177
H 0.162 2.581 -0.801
*
```

Values for energy above the lowest of the compared OMol25 structures with the same formula, charge and spin, kJ/mol, ordered as above
9.5 59.9 0.0